[1]
{
  "formula": "C20H26FN2O11PS2",
  "method": "ωB97M-V with the def2-TZVPD basis set",
  "mol_weight_g_mol": 584.537,
  "gap_ev": 7.26,
  "lumo_ev": -1.596,
  "e_homo_ev": -8.85,
  "max_force_ev_per_a": 4.84,
  "elements": ["H", "N", "C", "C", "C", "C", "C", "C", "C", "C", "C", "C", "N", "C", "C", "O", "C", "P", "C", "O", "C", "F", "C", "O", "H", "H", "H", "H", "H", "H", "H", "H", "H", "H", "H", "H", "H", "H", "H", "H", "H", "O", "S", "O", "O", "C", "C", "O", "H", "H", "H", "H", "O", "S", "O", "O", "C", "C", "O", "H", "H", "H", "H"],
  "coordinates": [[-0.434, 5.818, -1.804], [-0.509, 5.855, -0.764], [0.369, 5.007, -0.275], [0.463, 4.936, 1.342], [1.319, 4.093, -1.226], [0.588, 2.658, -1.443], [-0.947, 2.728, -1.791], [-1.730, 1.410, -1.967], [-0.938, 0.058, -1.785], [0.574, 0.010, -1.487], [1.383, 1.330, -1.307], [2.973, 1.337, -0.967], [3.687, 0.141, -1.496], [4.160, -0.794, -0.430], [-1.843, -1.269, -1.934], [-1.420, -2.335, -2.453], [-3.355, -1.100, -1.383], [-4.085, -2.614, -0.483], [-5.176, -2.074, 0.969], [-2.698, -3.360, 0.270], [-4.074, 0.127, -1.544], [-5.409, 0.277, -1.040], [-3.310, 1.343, -2.286], [-3.887, 2.169, -3.030], [-0.369, 4.261, 1.766], [1.509, 4.592, 1.688], [0.259, 6.007, 1.725], [2.248, 3.873, -0.574], [1.575, 4.609, -2.211], [-1.437, 3.747, -1.900], [1.104, -1.002, -1.370], [3.033, 1.468, 0.174], [3.405, 2.248, -1.536], [3.163, -0.337, -2.238], [3.919, -1.895, -0.626], [5.313, -0.699, -0.390], [3.759, -0.540, 0.621], [-5.003, -0.966, 1.254], [-6.270, -2.291, 0.721], [-4.918, -2.728, 1.889], [-2.144, -2.575, 0.524], [2.828, 2.613, 3.041], [4.041, 2.541, 2.284], [4.422, 1.384, 1.536], [5.271, 2.949, 3.258], [5.961, 4.075, 2.712], [4.916, 4.840, 1.915], [4.107, 3.833, 1.304], [6.759, 3.703, 2.062], [6.396, 4.678, 3.509], [5.360, 5.488, 1.160], [4.275, 5.435, 2.573], [-4.449, -9.868, -0.693], [-4.234, -9.093, 0.492], [-4.616, -9.546, 1.796], [-4.861, -7.616, 0.252], [-3.838, -6.631, 0.410], [-2.543, -7.329, 0.025], [-2.672, -8.656, 0.540], [-3.822, -6.321, 1.458], [-4.042, -5.765, -0.221], [-1.665, -6.837, 0.444], [-2.439, -7.397, -1.061]],
  "forces_ev_per_a": [[-0.17, 0.13, 0.79], [2.32, -2.04, 0.21], [-0.91, 1.12, -0.34], [0.05, 0.33, -0.79], [-0.59, -1.07, 2.00], [-1.48, -1.58, -0.58], [1.70, -3.75, 0.18], [3.05, -0.30, 0.92], [0.66, 2.02, 0.24], [-1.69, 2.77, -0.30], [-3.54, 0.22, -0.68], [-1.71, 0.60, -1.33], [-0.76, -0.11, 1.43], [0.99, -0.49, 0.61], [1.07, -0.81, -1.19], [-1.72, 3.91, 2.26], [-0.91, 2.52, 0.64], [0.22, -1.40, -0.30], [0.33, 0.82, 1.05], [-0.80, 2.91, -0.50], [1.78, -2.13, 0.32], [3.32, -0.19, -1.46], [-0.94, 1.73, -1.06], [2.04, -2.92, 2.89], [1.46, 0.88, -0.73], [-1.81, 0.39, -0.51], [0.35, -1.79, -0.67], [-1.25, 0.52, -1.44], [-0.40, -0.69, 1.40], [0.62, -1.69, 0.19], [-1.03, 1.72, -0.24], [0.12, -0.44, -2.36], [-0.73, -1.20, 1.28], [0.24, 0.43, 0.64], [0.22, 1.54, 0.00], [-1.80, -0.33, 0.19], [0.52, -0.42, -1.85], [-0.53, -1.81, -0.37], [1.61, 0.53, 0.13], [-0.20, 0.98, -1.60], [-0.25, -1.35, 0.10], [0.83, -0.40, -0.67], [0.27, 0.52, 0.74], [-0.15, 0.76, 0.93], [-0.88, 0.02, -0.41], [0.45, 0.22, -0.45], [0.05, 0.50, 0.56], [0.24, -0.89, 0.18], [-0.03, 0.07, 0.03], [-0.18, -0.21, 0.07], [-0.14, -0.25, -0.11], [0.08, 0.01, -0.02], [-0.06, 0.41, 1.01], [0.06, 0.09, -0.11], [0.29, 0.06, -1.00], [0.41, -0.82, -0.19], [0.36, 0.43, 0.38], [-0.05, 0.37, -0.59], [-0.82, -0.12, 0.40], [0.05, 0.02, -0.07], [-0.14, -0.21, -0.03], [-0.09, -0.24, 0.12], [0.00, 0.09, 0.06]],
  "mulliken_charge": [0.299, -0.736, 0.403, -0.841, -0.192, 0.821, -0.760, 0.128, 0.388, -0.877, 0.626, 0.257, -0.262, -0.675, -0.077, -0.532, 0.197, 0.220, -0.903, -0.470, 0.241, -0.279, 0.156, -0.502, 0.241, 0.116, 0.350, -0.250, 0.366, 0.201, 0.293, -0.407, 0.179, 0.340, 0.293, 0.250, 0.217, 0.315, 0.316, 0.306, 0.295, -0.588, 1.061, -0.486, -0.323, -0.427, -0.340, -0.243, 0.294, 0.330, 0.348, 0.297, -0.528, 1.097, -0.538, -0.334, 0.042, -0.336, -0.326, 0.268, 0.057, 0.290, 0.334]
}



[2]
{
  "formula": "C20H26FN2O9P",
  "method": "ωB97M-V with the def2-TZVPD basis set",
  "mol_weight_g_mol": 488.405,
  "gap_ev": 1.67,
  "total_charge": -2,
  "lumo_ev": 2.365,
  "de_lowest_ev": 0.774,
  "e_homo_ev": 0.69,
  "max_force_ev_per_a": 3.00,
  "elements": ["C", "C", "C", "O", "O", "C", "C", "C", "C", "C", "C", "C", "C", "P", "N", "C", "O", "C", "C", "C", "O", "F", "C", "C", "O", "N", "O", "C", "O", "H", "H", "H", "H", "H", "H", "H", "H", "H", "H", "H", "H", "H", "H", "H", "H", "H", "H", "H", "H", "H", "H", "O", "C", "C", "O", "H", "H", "H", "H"],
  "coordinates": [[6.382, -0.640, 3.006], [5.184, -0.500, 3.602], [3.899, -0.860, 2.941], [2.880, -1.053, 3.544], [3.999, -0.926, 1.583], [3.907, 0.380, 0.972], [4.825, 0.379, -0.233], [4.279, -0.527, -1.361], [3.725, 0.284, -2.533], [2.485, 1.143, -2.236], [1.237, 0.280, -2.138], [-0.024, 0.971, -1.716], [-0.659, 2.017, -2.360], [-0.044, 2.762, -3.850], [0.200, 1.783, -5.075], [-1.910, 2.545, -1.841], [-2.246, 3.753, -1.951], [-2.740, 1.539, -1.213], [-4.236, 1.656, -1.322], [-4.790, 0.687, -2.317], [-5.745, -0.009, -2.186], [-4.099, 0.637, -3.462], [-2.118, 0.503, -0.558], [-2.862, -0.595, 0.124], [-3.443, -0.063, 1.351], [-4.596, -0.792, 1.687], [-5.304, -0.149, 2.359], [-0.665, 0.446, -0.517], [-0.008, -0.013, 0.448], [6.661, -1.512, 2.433], [7.131, 0.131, 3.152], [5.116, -0.100, 4.606], [4.250, 1.150, 1.667], [2.875, 0.593, 0.701], [5.808, 0.029, 0.077], [4.920, 1.382, -0.647], [5.123, -1.088, -1.765], [3.552, -1.241, -0.987], [4.511, 0.878, -3.003], [3.403, -0.436, -3.291], [2.643, 1.719, -1.325], [2.430, 1.842, -3.067], [1.435, -0.466, -1.368], [1.081, -0.274, -3.065], [1.093, 3.519, -3.489], [-1.021, 3.728, -4.133], [1.166, 1.831, -5.379], [-4.708, 1.445, -0.368], [-4.468, 2.659, -1.681], [-2.180, -1.393, 0.408], [-3.657, -1.005, -0.494], [-5.727, -3.770, 6.311], [-5.371, -4.206, 5.160], [-5.796, -3.056, 3.914], [-5.457, -3.502, 2.764], [-5.863, -5.130, 4.785], [-4.285, -4.339, 4.970], [-5.299, -2.131, 4.271], [-6.880, -2.894, 4.097]],
  "forces_ev_per_a": [[-0.19, 0.30, 0.59], [0.45, -0.26, -0.45], [-0.23, -1.18, 0.65], [0.19, 0.12, -0.17], [-0.24, 0.13, 0.28], [0.54, 0.38, -0.40], [-0.68, -0.58, -0.38], [0.80, 0.60, -0.30], [-0.73, -0.52, -0.03], [0.76, -0.22, -0.46], [0.13, 0.08, 0.55], [-0.44, -0.19, 0.13], [0.22, 0.22, 0.11], [-0.36, -0.51, -0.22], [0.41, 0.21, 0.11], [-0.12, 0.32, -0.03], [-0.24, -0.22, -0.45], [0.32, -0.13, -0.02], [0.61, -0.05, 0.04], [-0.47, -0.22, 0.52], [-0.08, -0.04, -0.15], [0.21, 0.10, -0.40], [0.09, -0.03, -0.11], [0.41, 0.01, 0.55], [-0.64, 0.00, -0.07], [0.19, 0.29, -0.55], [0.04, -0.06, 0.43], [0.19, 0.32, 0.00], [-0.07, -0.60, -0.21], [-0.48, 0.52, -1.20], [0.58, -0.64, 0.95], [-0.21, 1.05, -0.32], [-0.07, -0.06, 0.26], [-0.20, -0.18, 0.07], [0.13, 0.10, 0.14], [0.07, 0.22, 0.21], [-0.03, -0.32, 0.05], [-0.11, -0.04, 0.10], [0.19, 0.12, 0.18], [0.10, -0.01, -0.21], [-0.18, 0.15, 0.10], [-0.27, 0.22, 0.04], [-0.08, -0.10, 0.10], [0.00, 0.20, -0.28], [-0.07, 0.26, -0.07], [0.06, 0.15, 0.24], [-0.01, -0.14, -0.10], [-0.32, 0.17, 0.04], [-0.07, 0.16, 0.13], [0.12, -0.04, -0.06], [-0.19, 0.03, 0.00], [0.07, -0.06, -0.64], [0.59, -1.65, 2.09], [-0.69, 1.86, -2.25], [-0.06, -0.11, 0.76], [-0.41, 0.37, -0.18], [-0.03, 0.59, -0.14], [0.52, -0.43, 0.24], [-0.02, -0.65, 0.17]],
  "mulliken_charge": [-0.562, -0.267, 0.415, -0.531, -0.282, -0.385, -0.772, -0.684, -1.391, 0.147, -1.149, 0.376, 0.704, 0.198, -0.801, -0.330, -0.842, 0.919, -1.000, 0.651, -0.568, -0.250, 0.810, -1.232, -0.189, 0.191, -0.384, -0.449, -0.770, 0.313, 0.250, 0.385, 0.413, 0.225, 0.379, 0.454, 0.320, 0.412, 0.405, 0.473, 0.238, 0.298, 0.394, 0.431, 0.027, 0.031, 0.252, 0.191, 0.402, 0.418, 0.390, -0.616, -0.234, -0.048, -0.563, 0.188, 0.225, 0.170, 0.207]
}



[3]
{
  "formula": "C20H26N2O3",
  "method": "ωB97M-V with the def2-TZVPD basis set",
  "mol_weight_g_mol": 342.439,
  "gap_ev": 8.86,
  "lumo_ev": 0.773,
  "de_lowest_ev": 2.866,
  "e_homo_ev": -8.08,
  "max_force_ev_per_a": 1.27,
  "elements": ["O", "C", "C", "C", "C", "C", "C", "C", "C", "N", "C", "C", "N", "C", "C", "C", "C", "C", "C", "C", "O", "C", "O", "C", "C", "H", "H", "H", "H", "H", "H", "H", "H", "H", "H", "H", "H", "H", "H", "H", "H", "H", "H", "H", "H", "H", "H", "H", "H", "H", "H"],
  "coordinates": [[-2.083, -0.342, 2.563], [-0.950, 0.064, 2.373], [-0.655, 1.521, 2.038], [-0.234, 1.726, 0.561], [-1.306, 2.677, 0.019], [-1.088, 4.059, 0.647], [-1.523, 3.848, 2.113], [-1.932, 2.372, 2.143], [-2.550, 2.191, 0.758], [0.114, -0.770, 2.486], [1.481, -0.498, 2.121], [1.819, -1.226, 0.797], [1.030, -2.433, 0.601], [-0.162, -2.271, -0.222], [0.173, -1.771, -1.602], [-0.634, -0.832, -2.224], [-0.360, -0.353, -3.504], [0.755, -0.851, -4.129], [1.573, -1.799, -3.511], [1.303, -2.277, -2.254], [2.607, -2.122, -4.351], [2.412, -1.354, -5.518], [1.259, -0.555, -5.369], [0.753, -3.060, 1.875], [-0.118, -2.173, 2.791], [0.104, 1.884, 2.735], [0.766, 2.151, 0.468], [-0.255, 0.786, 0.010], [-1.357, 2.692, -1.069], [-0.050, 4.381, 0.564], [-1.710, 4.806, 0.155], [-0.722, 4.065, 2.820], [-2.373, 4.482, 2.366], [-2.558, 2.093, 2.987], [-2.808, 1.156, 0.549], [-3.421, 2.824, 0.597], [1.656, 0.570, 2.020], [2.121, -0.874, 2.928], [2.878, -1.510, 0.809], [1.660, -0.565, -0.056], [-0.611, -3.268, -0.311], [-0.919, -1.612, 0.228], [-1.510, -0.462, -1.712], [-0.992, 0.375, -3.982], [1.933, -3.005, -1.773], [2.287, -2.024, -6.384], [3.289, -0.708, -5.685], [1.717, -3.263, 2.349], [0.254, -4.015, 1.702], [-1.182, -2.365, 2.640], [0.120, -2.364, 3.844]],
  "forces_ev_per_a": [[-0.34, 0.03, -0.01], [0.15, 0.27, 0.10], [-0.25, -0.03, 0.26], [0.10, 0.05, -0.18], [0.07, 0.08, -0.26], [0.08, 0.11, -0.20], [-0.01, 0.00, 0.15], [-0.11, -0.10, 0.36], [-0.03, -0.08, -0.03], [0.10, -0.34, 0.09], [0.15, 0.03, -0.23], [0.23, 0.08, 0.11], [-0.11, -0.06, -0.09], [-0.05, -0.09, 0.01], [-0.17, 0.11, -0.02], [0.05, -0.15, 0.18], [0.26, -0.01, -0.39], [0.19, -0.33, 0.34], [-0.40, 0.34, -0.13], [0.14, 0.05, -0.33], [-0.12, -0.16, 0.47], [0.74, -0.02, -1.03], [-0.39, 0.19, 0.24], [0.06, 0.01, 0.07], [-0.23, -0.18, 0.00], [0.00, -0.01, -0.04], [0.06, -0.04, -0.04], [0.06, -0.06, -0.04], [0.00, -0.02, -0.02], [0.04, 0.05, -0.05], [0.02, 0.04, -0.02], [0.00, 0.03, 0.07], [0.00, 0.02, 0.04], [0.01, -0.01, -0.02], [-0.04, -0.08, -0.02], [-0.09, 0.07, -0.02], [0.04, 0.00, 0.07], [0.01, 0.11, -0.05], [0.01, 0.14, -0.02], [0.05, 0.02, 0.06], [-0.06, 0.06, 0.08], [-0.04, -0.04, -0.04], [-0.08, 0.05, 0.12], [-0.09, 0.11, -0.08], [0.13, -0.12, 0.09], [-0.04, 0.12, 0.25], [-0.22, -0.12, 0.12], [-0.04, -0.08, 0.03], [0.05, -0.01, 0.08], [0.17, 0.01, 0.06], [-0.06, -0.05, -0.03]],
  "mulliken_charge": [-0.685, 0.333, -0.116, 0.285, -0.168, -0.968, -0.996, -0.304, -1.002, 0.163, -0.791, -0.866, 0.018, -0.398, -0.305, -0.298, -1.357, 1.184, 0.912, -1.046, -0.501, -0.249, -0.491, -0.887, -0.860, 0.747, 0.450, -0.888, 0.453, 0.353, 0.390, 0.396, 0.396, 0.553, 0.350, 0.399, 0.329, 0.420, 0.304, 0.482, 0.492, 0.192, 0.509, 0.434, 0.507, 0.245, 0.250, 0.386, 0.406, 0.454, 0.379]
}



[4]
{
  "formula": "C20H26N2O3S",
  "method": "ωB97M-V with the def2-TZVPD basis set",
  "mol_weight_g_mol": 374.506,
  "gap_ev": 9.39,
  "lumo_ev": 0.661,
  "de_lowest_ev": 0.569,
  "e_homo_ev": -8.73,
  "max_force_ev_per_a": 0.66,
  "elements": ["C", "C", "O", "C", "C", "C", "N", "C", "O", "C", "N", "C", "O", "C", "C", "C", "C", "C", "S", "C", "C", "C", "C", "C", "C", "C", "H", "H", "H", "H", "H", "H", "H", "H", "H", "H", "H", "H", "H", "H", "H", "H", "H", "H", "H", "H", "H", "H", "H", "H", "H", "H"],
  "coordinates": [[-3.567, -2.715, 1.605], [-3.574, -1.475, 0.726], [-4.821, -1.367, 0.073], [-4.867, -0.434, -0.979], [-5.002, 1.035, -0.520], [-3.797, 1.908, -0.884], [-2.609, 1.555, -0.140], [-1.603, 0.829, -0.660], [-1.536, 0.490, -1.823], [-0.493, 0.488, 0.346], [0.157, -0.727, -0.085], [0.233, -1.828, 0.682], [-0.209, -1.896, 1.810], [0.980, -2.981, 0.004], [2.420, -2.620, -0.124], [3.436, -2.905, 0.733], [4.675, -2.354, 0.331], [4.585, -1.652, -0.824], [2.984, -1.649, -1.450], [0.480, 1.644, 0.399], [1.178, 2.017, -0.744], [2.075, 3.066, -0.702], [2.295, 3.771, 0.477], [3.283, 4.896, 0.514], [1.591, 3.396, 1.613], [0.694, 2.344, 1.577], [-2.599, -2.799, 2.090], [-3.748, -3.600, 1.001], [-4.347, -2.643, 2.358], [-2.770, -1.543, -0.022], [-3.387, -0.586, 1.347], [-5.748, -0.722, -1.559], [-3.981, -0.544, -1.620], [-5.886, 1.479, -0.978], [-5.154, 1.045, 0.562], [-4.030, 2.960, -0.688], [-3.555, 1.789, -1.942], [-2.608, 1.755, 0.848], [-0.907, 0.287, 1.339], [0.446, -0.751, -1.052], [0.537, -3.170, -0.975], [0.873, -3.867, 0.631], [3.306, -3.491, 1.625], [5.590, -2.480, 0.881], [5.356, -1.133, -1.358], [1.009, 1.491, -1.672], [2.613, 3.346, -1.596], [3.144, 5.509, 1.401], [4.299, 4.500, 0.529], [3.185, 5.525, -0.369], [1.749, 3.930, 2.539], [0.164, 2.059, 2.475]],
  "forces_ev_per_a": [[-0.06, 0.35, -0.25], [0.14, -0.14, 0.17], [-0.06, -0.25, 0.20], [-0.08, 0.17, -0.08], [0.29, -0.12, -0.18], [-0.32, 0.06, -0.08], [-0.19, 0.14, 0.12], [0.11, 0.02, 0.62], [0.09, -0.18, -0.41], [0.03, -0.08, -0.15], [-0.27, 0.45, -0.26], [0.18, -0.40, -0.33], [-0.15, -0.06, 0.42], [-0.19, 0.12, 0.28], [0.32, 0.12, -0.40], [-0.27, -0.04, -0.11], [0.18, 0.13, -0.09], [-0.23, 0.11, -0.21], [0.24, -0.41, 0.46], [-0.01, 0.06, 0.20], [0.00, 0.02, 0.07], [-0.03, -0.04, 0.03], [-0.07, 0.00, 0.07], [0.05, -0.04, -0.01], [0.07, 0.08, -0.06], [-0.06, -0.13, -0.12], [0.07, -0.04, 0.07], [-0.01, -0.12, -0.05], [-0.08, -0.02, 0.11], [-0.04, 0.05, 0.03], [0.03, -0.05, -0.08], [0.11, 0.08, -0.02], [-0.05, -0.02, 0.00], [-0.07, 0.04, 0.04], [-0.08, 0.01, 0.04], [0.05, -0.06, -0.11], [-0.03, 0.12, 0.09], [0.12, -0.09, -0.05], [0.03, 0.07, -0.15], [-0.08, -0.08, 0.11], [-0.04, -0.08, 0.01], [-0.06, 0.09, -0.08], [-0.09, -0.12, 0.17], [0.17, 0.00, 0.06], [0.21, 0.08, -0.06], [-0.02, -0.06, -0.14], [0.05, 0.04, -0.11], [0.03, 0.08, 0.03], [0.09, 0.06, 0.01], [0.03, 0.09, -0.02], [0.03, 0.07, 0.08], [-0.06, -0.06, 0.10]],
  "mulliken_charge": [-1.456, 0.579, -0.482, -0.408, -0.685, -0.878, 0.035, -0.110, -0.688, 0.151, 0.169, 0.771, -0.662, -1.300, 0.591, -0.672, -0.440, -0.492, -0.108, -0.137, -0.315, -1.073, 1.109, -1.424, -0.926, -0.522, 0.380, 0.341, 0.359, 0.026, 0.012, 0.358, 0.344, 0.399, 0.359, 0.420, 0.370, 0.312, 0.727, 0.404, 0.373, 0.347, 0.431, 0.401, 0.450, 0.454, 0.368, 0.363, 0.281, 0.363, 0.336, 0.394]
}



What is the formula in the fourth record?
C20H26N2O3S